{
  "formula": "C51H66AsBrHfN5O3SSbSi3",
  "method": "ωB97M-V/def2-TZVPD",
  "s2": 0.7689,
  "multiplicity": 2,
  "total_charge": 1,
  "de_lowest_kcal_mol": 124.6,
  "e_lumo_ev": [-2.42, -3.59],
  "elements": ["H", "C", "H", "H", "H", "C", "H", "H", "C", "H", "H", "H", "C", "C", "C", "C", "C", "H", "C", "C", "H", "H", "N", "C", "H", "H", "H", "C", "H", "C", "C", "Si", "As", "H", "N", "H", "C", "H", "H", "C", "H", "H", "H", "H", "H", "H", "H", "H", "C", "H", "H", "O", "H", "H", "C", "C", "H", "C", "H", "C", "H", "C", "N", "C", "H", "C", "H", "C", "H", "Hf", "H", "C", "H", "C", "H", "H", "C", "C", "C", "C", "H", "C", "C", "H", "O", "H", "S", "H", "H", "C", "H", "H", "C", "C", "C", "C", "H", "C", "H", "O", "H", "H", "C", "C", "H", "N", "H", "H", "Sb", "C", "H", "Si", "N", "C", "H", "Br", "H", "H", "H", "C", "H", "C", "H", "C", "C", "C", "C", "H", "C", "C", "H", "H", "Si"],
  "xyz": [[2.4174, 1.0983, 3.1625], [-1.5975, -3.6751, 2.1021], [1.3726, 6.7178, -3.1014], [5.1524, -1.2916, -0.9842], [2.9651, 4.1333, -5.8148], [-1.8378, -4.1468, -0.2311], [-2.0166, -3.7915, -1.2434], [2.7073, 0.1259, -5.9006], [-3.5272, 3.9668, 0.3065], [1.8375, 5.3861, -4.1495], [0.5815, 4.9084, 0.5794], [-1.8425, 0.5699, 9.5544], [-0.5780, -1.4661, -3.2605], [0.0295, -0.4949, 6.3346], [0.5462, -3.2425, -2.1656], [-5.1610, -1.8020, -2.4660], [-1.7293, -5.5012, 0.0179], [6.1508, 3.9253, -0.8798], [-0.0626, 0.8510, 6.6959], [-1.3196, 0.2718, 8.6574], [0.4020, 1.5950, 6.0633], [-0.9112, 3.4849, 2.3857], [1.0238, 2.4590, 1.6396], [2.9185, -1.9092, -3.8908], [0.6173, 6.4493, -0.2815], [4.7033, 1.4439, -3.9195], [5.2693, -0.1147, -4.4787], [2.1003, 2.3481, 0.6191], [-3.2247, -0.8869, -2.5553], [-0.7556, -3.7159, -4.1103], [-4.1810, 1.2786, 2.5601], [0.8142, 4.5716, -1.9571], [-1.8392, -1.3245, 0.2074], [-1.7293, -2.0017, -4.9663], [0.5579, 1.1666, 2.1186], [-4.2407, 0.4531, 0.5837], [5.0533, 4.1338, 2.3050], [-1.7707, -6.2066, -0.7975], [-1.5349, -2.9812, 2.9288], [3.8284, 3.5039, 2.1553], [0.9473, 0.0505, -5.9086], [2.8333, -2.8506, -3.3543], [0.3633, -5.1879, -2.9841], [-5.3864, -1.5856, -3.4986], [-1.6993, -1.8145, 8.9344], [5.8356, 0.4975, -2.9524], [-2.6116, 3.5914, 2.8901], [-0.0147, 2.9938, -6.4914], [1.0365, 5.4455, -0.2476], [-1.8370, 0.5869, 4.8831], [-0.7567, 2.6444, -4.9478], [2.2818, 1.0461, 0.2000], [-7.0181, -2.8001, -2.0975], [-3.8691, 1.9375, 4.5776], [-1.9011, -0.2475, 2.9145], [3.4225, 3.0235, 0.9206], [-0.4804, -2.4937, 6.9009], [-1.8807, 3.9095, 2.1430], [2.8440, 5.8261, -2.7804], [-3.6266, -1.6927, -0.6113], [0.7989, -1.9742, 4.9437], [4.0710, -1.1906, -1.0257], [-2.2764, 3.4525, 0.8248], [1.0322, -0.0785, 4.1394], [-1.2095, 5.1103, -3.3663], [-1.7594, -3.2158, 0.8041], [6.8356, 4.7792, 1.3162], [0.0795, -4.1537, -3.0745], [-3.6600, 3.6786, -0.7358], [0.6004, 0.1813, 0.2901], [-1.1225, -4.4135, -4.8455], [4.9631, 0.4408, -3.5964], [2.0945, 5.5494, -0.0197], [-2.3626, 0.5588, 3.9425], [-1.5026, -7.0065, 1.5226], [3.7775, -0.5334, -0.2098], [-1.5711, -5.9492, 1.3178], [-1.2318, -1.0666, 8.3113], [0.1131, 3.0910, -5.4184], [-5.7920, -2.7229, -0.3452], [4.6061, 2.7925, -2.0234], [-1.5186, -5.0355, 2.3545], [1.3981, 0.6982, 3.1534], [1.9641, -1.7059, -4.3676], [0.7979, -1.0577, -1.4339], [3.6439, -2.1680, -0.8202], [-0.9083, 0.2016, -3.3273], [-0.8024, 2.2731, 8.1064], [-1.4107, -5.3870, 3.3687], [1.8021, 0.7043, -6.0444], [1.1827, -3.4892, -1.3287], [5.3669, 4.4900, 3.2737], [5.8804, 4.2920, 1.2095], [-0.7306, 1.2278, 7.8443], [-4.5751, -2.3394, 0.1815], [0.6691, -0.9049, 5.0848], [-6.5110, -3.2268, 0.2836], [1.8182, 5.7262, -3.1218], [3.9705, 2.7127, -5.7670], [3.8575, 2.7263, -1.4141], [1.3728, 2.9960, 2.4384], [-1.8179, 4.9987, 2.1408], [-1.0662, 4.6027, -2.4181], [-1.6633, 2.4748, 0.2692], [-4.3385, -2.5452, 1.2209], [-1.0657, 1.6135, -0.2427], [-1.6400, 5.1470, -1.6741], [3.6850, 3.6383, -4.2985], [1.4091, 1.4968, -2.4111], [5.4943, 3.8106, -0.0292], [3.1949, 3.3796, 3.0238], [3.4873, -0.4664, -2.7071], [0.2291, -1.9419, -2.2694], [-3.7131, 0.4790, 1.5322], [-5.0879, 1.8529, 2.4246], [1.3781, -1.9777, 1.3584], [-1.4801, 3.6008, -2.5149], [1.7854, 1.0496, -7.0728], [1.7014, 2.9443, -0.2378], [4.2700, 3.1814, -0.1807], [-4.3719, 3.5926, 0.8921], [-6.0794, -2.4714, -1.6789], [0.1179, 4.1486, -5.1830], [-2.5788, -0.3126, 1.7047], [-3.9397, -1.4130, -1.9348], [3.2285, 3.2731, -5.2119], [-3.5046, 1.3206, 3.7692], [-3.5016, 5.0556, 0.3816], [-1.0875, -2.3857, -4.1879], [-0.5594, -1.4483, 7.1643], [-1.0096, -0.8417, 3.0733], [3.6480, -2.0549, -4.6815], [1.6955, 2.1931, -4.8686]],
  "atomic_forces_ev_per_a": [[-0.1, -0.2, -0.1], [0.0, 0.3, 0.0], [-0.2, 0.2, 0.1], [0.2, 0.0, -0.2], [-0.2, 0.2, -0.1], [0.0, 0.4, -0.1], [0.0, -0.1, 0.1], [0.2, -0.2, 0.0], [-0.5, 0.1, -0.3], [0.0, 0.0, -0.2], [-0.2, -0.1, 0.1], [0.0, 0.0, 0.0], [0.2, 0.1, 0.2], [-0.2, 0.2, 0.5], [0.2, -0.3, 0.2], [-0.1, -0.1, 0.0], [0.0, 0.0, 0.0], [0.1, 0.0, -0.2], [0.1, -0.1, 0.0], [-0.1, -0.1, 0.0], [0.0, 0.1, -0.1], [0.0, 0.0, 0.0], [0.3, 0.0, 0.7], [0.1, 0.8, 0.6], [-0.2, 0.1, -0.2], [0.0, 0.1, -0.1], [-0.1, -0.1, -0.2], [0.5, 1.9, -0.3], [0.0, 0.0, 0.0], [0.2, 0.0, 0.3], [-0.1, 0.0, 0.0], [-0.3, 1.2, 0.0], [-2.3, -1.5, 0.5], [0.0, 0.0, 0.0], [0.6, 0.4, 0.3], [-0.1, 0.0, 0.1], [0.1, 0.1, 0.1], [-0.1, -0.1, -0.1], [0.0, 0.0, 0.0], [0.0, -0.1, -0.2], [-0.2, -0.2, 0.1], [0.0, 0.0, 0.2], [0.0, -0.1, 0.1], [0.0, 0.0, -0.1], [0.0, -0.1, 0.1], [0.1, 0.0, 0.3], [0.0, 0.0, -0.1], [0.1, -0.1, -0.3], [0.1, -0.7, -0.5], [0.1, 0.0, 0.1], [-0.2, -0.1, 0.1], [1.8, 0.7, 0.6], [-0.1, 0.0, -0.1], [-0.1, 0.0, 0.1], [-0.1, -0.4, 0.0], [-0.2, -0.3, -0.2], [0.0, -0.1, 0.0], [0.2, 0.1, 0.6], [0.2, -0.1, 0.1], [0.3, 0.3, -0.4], [0.0, -0.1, -0.1], [-0.4, 0.5, -0.5], [-0.3, 0.5, 0.1], [0.1, 0.0, 0.0], [0.0, 0.1, -0.2], [0.2, 0.2, -0.1], [0.1, 0.1, 0.0], [-0.1, 0.2, -0.2], [0.0, 0.0, 0.1], [-2.1, -1.9, -0.8], [-0.1, -0.1, -0.1], [-0.7, -0.4, 0.5], [0.2, 0.0, 0.0], [-0.1, 0.0, 0.1], [0.0, -0.1, 0.0], [0.1, 0.0, 0.0], [0.0, -0.1, 0.0], [-0.1, 0.0, 0.1], [0.4, -0.1, 0.4], [0.0, 0.0, 0.0], [-0.2, 0.0, 0.0], [0.0, -0.1, 0.1], [0.0, 0.5, 0.9], [-0.1, 0.0, -0.1], [-0.1, -0.9, -1.1], [-0.2, -0.1, -0.1], [0.2, 0.7, -0.2], [0.0, 0.1, 0.0], [0.0, 0.0, 0.1], [0.0, 0.2, 0.7], [0.0, 0.0, 0.0], [0.0, 0.1, 0.1], [0.0, -0.1, 0.1], [0.0, 0.1, 0.0], [0.3, 0.1, 0.3], [0.2, -0.1, -0.3], [-0.1, -0.1, 0.0], [-0.4, -0.7, 0.3], [0.2, -0.2, -0.1], [0.2, 0.0, 0.0], [-0.3, -0.2, -0.3], [0.0, 0.0, -0.1], [0.8, -0.2, 0.1], [0.7, -0.9, -0.6], [-0.1, -0.1, -0.1], [-0.4, 0.6, 0.4], [0.0, 0.1, 0.3], [0.1, 0.2, 0.2], [0.5, -0.4, -1.8], [-0.1, -0.1, -0.1], [0.0, 0.0, 0.0], [0.3, -0.1, -0.3], [0.0, 0.6, 0.2], [-0.1, -0.1, -0.3], [-0.1, 0.0, 0.0], [0.1, -0.6, 0.6], [-0.1, -0.1, 0.0], [0.0, 0.2, -0.2], [0.2, -0.4, 0.3], [0.2, 0.3, 0.4], [0.1, 0.0, 0.0], [0.0, 0.0, -0.1], [0.0, 0.2, 0.1], [0.0, 0.0, 0.3], [0.4, 0.2, 0.1], [-0.4, -0.3, 0.4], [0.0, -0.1, 0.1], [0.0, -0.1, -0.1], [0.0, 0.0, 0.1], [0.2, 0.1, -0.2], [-0.1, 0.1, 0.0], [0.2, 0.1, -0.1], [-0.3, 0.2, -1.4]]
}